Record 1
{
  "formula": "C40H47BMoN7S4",
  "method": "ωB97M-V/def2-TZVPD",
  "elements": ["Mo", "C", "C", "C", "C", "N", "N", "B", "N", "N", "C", "C", "C", "C", "C", "S", "C", "C", "C", "C", "N", "N", "C", "C", "C", "C", "C", "S", "C", "C", "C", "C", "C", "S", "C", "C", "C", "C", "H", "H", "H", "H", "H", "H", "H", "H", "H", "H", "H", "H", "H", "H", "H", "H", "H", "H", "H", "H", "H", "H", "H", "H", "H", "H", "H", "H", "H", "H", "H", "H", "H", "H", "H", "H", "H", "H", "H", "S", "C", "C", "C", "C", "C", "C", "N", "C", "C", "C", "C", "C", "C", "C", "H", "H", "H", "H", "H", "H", "H", "H"],
  "positions_angstrom": [[2.2205, -1.3834, 1.1481], [1.9138, -2.7310, -4.2278], [1.4213, -1.4823, -3.5729], [1.0233, -0.3578, -4.2480], [0.5677, 0.8089, -3.5751], [0.4845, 0.8299, -2.2652], [0.8825, -0.2609, -1.6218], [0.5282, -0.4953, -0.1644], [0.4654, 0.8325, 0.6329], [-0.7318, 1.2978, 0.9261], [-0.8282, 2.5046, 1.4565], [0.3329, 3.2586, 1.7291], [1.5895, 2.7564, 1.4672], [2.8520, 3.5035, 1.7505], [1.6090, 1.4810, 0.8858], [3.0904, 0.6153, 0.4507], [-2.2412, 2.9909, 1.7152], [-2.9495, 1.9719, 2.6201], [-2.2533, 4.3677, 2.3776], [-2.9569, 3.0672, 0.3542], [-0.8044, -1.2521, -0.1087], [-1.6648, -0.9997, -1.0925], [-2.8476, -1.5659, -1.0400], [-3.1911, -2.4248, 0.0350], [-2.2979, -2.7032, 1.0344], [-2.5809, -3.6199, 2.1799], [-1.0460, -2.0665, 0.9077], [0.2275, -2.2438, 2.0691], [-3.8324, -1.2693, -2.1521], [-4.2154, -2.5918, -2.8356], [-5.0793, -0.6207, -1.5294], [-3.2202, -0.3211, -3.1817], [1.3536, -1.3744, -2.1698], [1.9330, -2.5490, -1.0218], [0.1878, 2.0566, -4.3454], [-0.3525, 3.1342, -3.4062], [-0.8852, 1.7091, -5.3882], [1.4518, 2.5736, -5.0549], [1.8812, -2.6423, -5.3108], [1.3079, -3.5888, -3.9303], [2.9418, -2.9424, -3.9273], [1.0627, -0.3494, -5.3299], [0.2346, 4.2418, 2.1693], [2.6767, 4.3054, 2.4639], [3.2356, 3.9521, 0.8307], [3.6253, 2.8445, 2.1447], [-2.4603, 1.8998, 3.5944], [-2.9708, 0.9826, 2.1613], [-3.9771, 2.2930, 2.7880], [-1.7513, 4.3619, 3.3479], [-3.2856, 4.6672, 2.5516], [-1.7996, 5.1320, 1.7435], [-2.9863, 2.0893, -0.1290], [-2.4571, 3.7716, -0.3137], [-3.9790, 3.4143, 0.5037], [-4.1741, -2.8773, 0.0535], [-3.5931, -4.0117, 2.1218], [-2.4642, -3.0996, 3.1325], [-1.8844, -4.4607, 2.1775], [-4.6530, -3.3082, -2.1390], [-3.3498, -3.0564, -3.3113], [-4.9588, -2.3937, -3.6073], [-5.6060, -1.2984, -0.8557], [-5.7746, -0.3486, -2.3229], [-4.8237, 0.2878, -0.9795], [-2.3277, -0.7563, -3.6352], [-2.9462, 0.6358, -2.7331], [-3.9475, -0.1361, -3.9718], [-1.2376, 2.7831, -2.8724], [-0.6303, 4.0096, -3.9919], [0.3957, 3.4402, -2.6735], [-1.8004, 1.3570, -4.9103], [-0.5513, 0.9549, -6.1018], [-1.1269, 2.6051, -5.9592], [2.2403, 2.8109, -4.3382], [1.2092, 3.4829, -5.6041], [1.8426, 1.8517, -5.7739], [4.0183, -2.2228, 5.1552], [2.6703, -1.1904, 5.5401], [2.2372, -0.7726, 6.7930], [1.1520, 0.0803, 6.8420], [0.5187, 0.5126, 5.6714], [0.9517, 0.0984, 4.4275], [2.0363, -0.7738, 4.3680], [2.6253, -1.3014, 3.2195], [3.6711, -2.0749, 3.4991], [4.4236, -2.6752, 2.4064], [5.6236, -3.3186, 2.6475], [6.3693, -3.8154, 1.5825], [5.9212, -3.6428, 0.2805], [4.7071, -3.0228, 0.0331], [3.9100, -2.5160, 1.0739], [2.7355, -1.0964, 7.6966], [0.7903, 0.4259, 7.8004], [-0.3258, 1.1839, 5.7499], [0.4544, 0.4270, 3.5227], [5.9996, -3.4276, 3.6574], [7.3072, -4.3195, 1.7741], [6.5176, -3.9982, -0.5487], [4.3925, -2.9110, -0.9931]],
  "lumo_ev": [-10.26, -10.26],
  "relative_energy_kj_mol": 4.90,
  "e_tot_ha": -3620.759994,
  "gap_ha": [0.2205, 0.2205],
  "total_charge": 3
}



Record 2
{
  "formula": "CH4InO",
  "method": "ωB97M-V/def2-TZVPD",
  "elements": ["In", "C", "O", "H", "H", "H", "H"],
  "positions_angstrom": [[-1.3779, -1.6667, -2.3506], [0.0116, 0.2998, 0.6597], [0.4594, -0.0638, -0.6337], [0.0210, 1.3878, 0.7261], [-1.0522, 0.0718, 0.7267], [0.5497, -0.2036, 1.4629], [1.3883, 0.1747, -0.5910]],
  "lumo_ev": [-9.35, -15.49],
  "relative_energy_kj_mol": 5.74,
  "e_tot_ha": -305.040091,
  "spin_multiplicity": 2,
  "gap_ha": [0.4361, 0.2095],
  "total_charge": 2
}



Record 3
{
  "formula": "C4H7N",
  "method": "ωB97M-V/def2-TZVPD",
  "elements": ["C", "C", "C", "C", "H", "H", "H", "H", "H", "H", "H", "N"],
  "positions_angstrom": [[1.7907, -0.5681, -0.0411], [-0.4472, -0.2139, 0.1285], [-1.6513, 0.5930, -0.0695], [-2.7681, 1.1196, -0.3813], [2.6804, 0.0310, -0.4510], [1.4029, -1.2945, -0.9752], [2.0993, -1.1599, 0.9631], [0.9337, 0.9783, 1.0023], [-0.5042, -0.9224, -0.7491], [-0.6132, -0.7986, 1.0531], [-3.6855, 1.7353, -0.4997], [0.7625, 0.5001, 0.0198]],
  "lumo_ev": 0.96,
  "relative_energy_kj_mol": 351.48,
  "e_tot_ha": -211.226802,
  "smiles": "C#CCNC",
  "gap_ha": 0.3838
}